No. 1
This record from the Open Molecules 2025 dataset describes a cluster of 2 separate species, C4H8N in total. The level of theory is wB97M-V/def2-TZVPD.

Output
energy above the lowest of the compared OMol25 structures with the same formula, charge and spin	7.1515	eV
total charge	+1

Each line ends with the natural charge from an NBO analysis.
Geometry (Å):
1 C 0.15896 0.09750 -0.41514  0.40
2 C 0.43340 -0.67327 -1.64438  -0.26
3 C 0.90558 3.28034 1.87376  -0.21
4 C -1.20860 -2.21377 -0.24511  -0.41
5 N -0.41872 -1.05616 -0.53817  -0.30
6 H -0.11741 -0.68660 -2.54701  0.23
7 H 1.55721 -1.11518 -1.58928  0.22
8 H 1.11429 4.21756 2.43132  0.20
9 H 1.04802 3.18889 0.79804  0.19
10 H 0.75595 2.32488 2.48446  0.19
11 H -1.77747 -1.97340 0.64582  0.25
12 H -0.57512 -3.06672 -0.16746  0.25
13 H -1.87608 -2.32407 -1.08685  0.24

---

No. 2
This record from the Open Molecules 2025 dataset describes a cluster of 2 separate species, C6H8ClOPS2 in total. The level of theory is wB97M-V/def2-TZVPD.

Output
energy above the lowest of the compared OMol25 structures with the same formula, charge and spin	2.0604	eV
total charge	0

Each line ends with the natural charge from an NBO analysis.
Geometry (Å):
1 C 1.91130 -0.47008 0.35063  -0.23
2 C 2.06762 -0.95507 -0.96265  -0.39
3 C 1.59748 -1.43066 1.25675  -0.42
4 C 1.71385 -2.28622 -1.01034  -0.03
5 C -0.64130 1.91256 -0.97925  -0.65
6 C -1.27038 1.41157 0.40527  -0.06
7 O -0.90551 0.13384 0.71865  -0.81
8 P -1.54739 -1.20146 -0.03104  1.02
9 S -3.22245 -0.37392 -0.97907  -0.29
10 S 1.25501 -2.94747 0.51131  0.40
11 Cl -2.26710 -2.17501 1.55251  -0.26
12 H 2.30447 0.58106 0.68507  0.23
13 H 2.47464 -0.34233 -1.66924  0.23
14 H 1.22107 -1.22563 2.16154  0.22
15 H -1.22039 1.28655 -1.57855  0.22
16 H -0.73957 2.97165 -1.19165  0.22
17 H 0.41700 1.73959 -0.82294  0.21
18 H -2.32951 1.59220 0.27625  0.18
19 H -0.81883 1.77883 1.30675  0.20

---

No. 3
This record from the Open Molecules 2025 dataset describes the molecule C4H8O2. The level of theory is wB97M-V/def2-TZVPD.

Output
energy above the lowest of the compared OMol25 structures with the same formula, charge and spin	3.2471	eV
total charge	0
SMILES	C1COCCO1

Each line ends with the natural charge from an NBO analysis.
Geometry (Å):
1 C 1.21654 0.74137 -0.46011  -0.11
2 C -0.17928 1.26529 -0.46508  -0.18
3 O -0.82677 0.94415 0.75450  -0.52
4 C -1.12257 -0.43660 0.69806  -0.10
5 C 0.09833 -1.28125 0.27513  -0.11
6 O 0.82035 -0.73698 -0.84425  -0.56
7 H 1.83367 1.19242 -1.25089  0.21
8 H 1.74872 0.63478 0.48266  0.20
9 H -0.42705 2.28640 -0.78860  0.20
10 H -0.32071 0.38183 -1.21196  0.24
11 H -1.46871 -0.74624 1.69057  0.20
12 H -1.94136 -0.59065 -0.02267  0.17
13 H 0.82552 -1.35190 1.08680  0.17
14 H -0.25668 -2.30263 0.05583  0.20

---

No. 4
This record from the Open Molecules 2025 dataset describes the molecule CH2O3. The level of theory is wB97M-V/def2-TZVPD.

Output
energy above the lowest of the compared OMol25 structures with the same formula, charge and spin	0.0773	eV
total charge	0
SMILES	O=C(O)O

Each line ends with the natural charge from an NBO analysis.
Geometry (Å):
1 O 0.77674 -1.37038 -0.00040  -0.60
2 C 0.08920 -0.40073 0.00491  0.97
3 O -1.25585 -0.45158 -0.02105  -0.67
4 O 0.49829 0.87019 -0.00217  -0.71
5 H -1.58321 0.46691 0.07622  0.49
6 H 1.47483 0.88559 -0.05753  0.51

---

No. 5
This record from the Open Molecules 2025 dataset describes a cluster of 3 separate species, C26H39Br2F4IN3O4 in total. The level of theory is wB97M-V/def2-TZVPD.

Output
total energy	-7324.30479	Ha
total charge	+1

Each line ends with the Mulliken charge.
Geometry (Å):
1 C -3.78601 -0.71570 -3.98574  -1.31
2 C -2.49412 -0.25605 -3.29891  -0.44
3 C -2.27823 -0.94013 -1.96966  0.34
4 F -1.61909 -2.11806 -2.12514  -0.40
5 N -1.53436 -0.15738 -0.92479  0.37
6 C -1.92332 1.24495 -0.67044  -1.24
7 C -0.78885 1.76042 0.27870  -0.48
8 I 0.17322 3.38602 -0.85041  0.27
9 C -1.34256 2.41714 1.57731  -0.46
10 Br -0.18397 3.81691 2.22885  0.01
11 C -1.64093 1.45585 2.73739  0.23
12 C -2.50809 2.15941 3.77795  -1.49
13 Br -2.65876 -0.11437 2.15230  -0.03
14 C 0.17973 0.58414 0.44110  0.61
15 C 1.57921 0.84399 0.94486  -0.72
16 C 2.19998 -0.46454 1.38431  0.03
17 O 2.70215 -1.21770 0.60467  -0.56
18 C 2.07621 -0.75952 2.84601  0.10
19 C 1.03380 -1.55918 3.31658  -0.24
20 C 0.92338 -1.77821 4.69316  -0.77
21 C 1.83215 -1.20778 5.58167  -0.50
22 C 2.87982 -0.42946 5.09125  -0.66
23 C 3.00593 -0.19482 3.72117  -0.25
24 C -0.03204 -0.27286 -0.82045  0.08
25 C 0.62720 0.11108 -2.15960  -1.60
26 O 1.88985 0.70876 -1.94779  -0.25
27 C 2.86492 0.33703 -2.81530  0.95
28 F 3.38713 -0.82870 -2.47652  -0.26
29 F 2.41636 0.24265 -4.05686  -0.28
30 F 3.80856 1.25059 -2.76802  -0.24
31 H -4.11290 0.08560 -4.63896  0.39
32 H -4.58893 -0.86432 -3.26975  0.21
33 H -3.61669 -1.58783 -4.60387  0.37
34 H -2.49357 0.82667 -3.23276  0.39
35 H -1.64929 -0.51970 -3.93278  0.36
36 H -3.24954 -1.17124 -1.53358  0.21
37 H -1.82699 -0.61205 -0.04681  0.21
38 H -2.89183 1.30515 -0.19123  0.18
39 H -1.92323 1.88347 -1.53789  0.61
40 H -2.27231 2.89623 1.28504  0.62
41 H -0.73922 1.12323 3.24298  0.35
42 H -2.08745 3.12113 4.04265  0.41
43 H -2.64812 1.54645 4.66063  0.43
44 H -3.49045 2.34659 3.34950  0.41
45 H -0.27834 -0.03601 1.22046  -0.30
46 H 2.21801 1.37089 0.24748  0.56
47 H 1.49399 1.47940 1.82348  0.67
48 H 0.33209 -2.00759 2.63061  0.50
49 H 0.10818 -2.38617 5.05675  0.44
50 H 1.70670 -1.38721 6.63666  0.44
51 H 3.58258 0.00983 5.78073  0.42
52 H 3.82156 0.41374 3.36179  0.48
53 H 0.22610 -1.31342 -0.66081  0.85
54 H -0.00714 0.82710 -2.68126  0.42
55 H 0.69529 -0.78409 -2.76722  0.51
56 C -5.79333 -0.24820 -0.15822  0.90
57 O -5.66465 0.44317 -1.15539  -0.65
58 N -6.83593 -1.04622 0.10351  0.05
59 C -6.91592 -1.84495 1.31277  -0.83
60 C -7.92613 -1.10577 -0.86166  -0.96
61 H -5.00991 -0.26400 0.61689  -0.36
62 H -6.98349 -2.90444 1.06104  0.35
63 H -7.79605 -1.56396 1.89231  0.35
64 H -6.02962 -1.68412 1.92406  0.19
65 H -7.55347 -1.44757 -1.82695  0.28
66 H -8.36022 -0.11583 -0.99686  0.32
67 H -8.68860 -1.79113 -0.50317  0.39
68 C 9.17060 0.88521 -2.54645  0.12
69 O 9.11438 1.69821 -3.44595  -0.57
70 N 8.16128 0.05870 -2.20299  0.14
71 C 8.27512 -0.89383 -1.11798  -0.86
72 C 6.92226 0.13738 -2.95732  -1.03
73 H 10.07081 0.75511 -1.92146  0.26
74 H 8.13440 -1.91109 -1.48909  0.32
75 H 7.52070 -0.69121 -0.35417  0.29
76 H 9.26079 -0.82107 -0.66379  0.30
77 H 7.11429 -0.07530 -4.00961  0.33
78 H 6.50685 1.14246 -2.88477  0.30
79 H 6.20807 -0.58186 -2.56421  0.39

---

No. 6
This record from the Open Molecules 2025 dataset describes a structure of composition C47H36GeN3O2PtS2. The level of theory is wB97M-V/def2-TZVPD.

Output
<S²>	3.7964
energy above the lowest of the compared OMol25 structures with the same formula, charge and spin	0.2321	eV
total charge	0
multiplicity	4

Each line ends with the Mulliken spin population.
Geometry (Å):
1 Pt 0.26104 1.07139 0.95628  0.77
2 C -2.67149 -0.83586 -5.83366  0.00
3 C -1.72919 -0.10247 -4.91658  0.01
4 C -2.20946 0.64736 -3.85032  0.00
5 C -1.33997 1.29257 -2.98292  0.02
6 C 0.02574 1.17408 -3.18403  0.00
7 C 0.53313 0.45766 -4.26504  0.01
8 C -0.34876 -0.16892 -5.12479  0.00
9 S 1.09267 1.87290 -1.98523  0.00
10 O 0.32901 2.87897 -1.29806  0.02
11 O 2.33508 2.22232 -2.61282  0.01
12 N 1.33685 0.68756 -0.84785  0.27
13 C 2.35271 -0.19056 -0.81570  0.22
14 C 3.16619 -0.58268 -1.96364  0.20
15 C 4.12576 -1.51736 -1.80377  0.04
16 C 4.37279 -2.08913 -0.52363  0.36
17 C 3.65699 -1.69805 0.63196  -0.04
18 C 3.93876 -2.16682 1.91545  0.42
19 C 3.20440 -1.63463 3.01550  0.03
20 C 2.22186 -0.73240 2.79589  0.12
21 N 1.88066 -0.30767 1.52274  0.39
22 C 2.60849 -0.74622 0.47017  0.04
23 H -3.70417 -0.72471 -5.50503  0.00
24 H -2.43480 -1.90149 -5.85451  0.00
25 H -2.59564 -0.46324 -6.85700  0.00
26 H -3.27702 0.71645 -3.67673  0.00
27 H -1.71159 1.86371 -2.14437  0.00
28 H 1.59896 0.41786 -4.44247  0.00
29 H 0.03577 -0.72634 -5.97211  0.00
30 H 2.99687 -0.11349 -2.91836  0.01
31 H 4.72205 -1.82708 -2.65223  0.01
32 H 5.15316 -2.83275 -0.41226  -0.01
33 H 4.72915 -2.89101 2.06434  0.01
34 H 3.42449 -1.94011 4.02947  0.01
35 H 1.64111 -0.30433 3.60120  0.01
36 S 1.52407 5.16541 2.57469  0.00
37 C 2.93531 4.66322 1.69981  0.00
38 C 4.11922 5.36371 1.48352  0.00
39 C 5.11644 4.73777 0.76291  0.00
40 C 4.93594 3.43901 0.27061  0.00
41 C 3.76069 2.74883 0.48527  0.00
42 C 2.74639 3.37117 1.20867  0.01
43 N 1.49815 2.83618 1.52128  0.03
44 C 0.77307 3.65070 2.21861  0.08
45 C -0.54753 3.22787 2.69818  -0.12
46 C -1.33531 4.07725 3.46677  -0.01
47 C -2.53255 3.62372 3.98821  0.03
48 C -2.91508 2.31230 3.74236  -0.01
49 C -2.13214 1.47381 2.95942  0.07
50 C -0.93269 1.89948 2.38631  -0.03
51 H 4.25242 6.36627 1.86908  0.00
52 H 6.04756 5.25771 0.57837  0.00
53 H 5.72811 2.96877 -0.29731  0.00
54 H 3.62405 1.74855 0.09838  0.01
55 H -1.00915 5.09479 3.65923  0.00
56 H -3.15509 4.27930 4.58288  0.00
57 H -3.83986 1.93203 4.16198  0.00
58 H -2.47584 0.46589 2.80364  0.01
59 C 1.20838 -4.24045 -1.82113  0.01
60 C 0.75745 -3.09357 -2.46353  -0.01
61 C 0.04919 -2.13367 -1.75170  0.04
62 C -0.22902 -2.29290 -0.39039  0.00
63 C 0.21562 -3.46066 0.23195  0.00
64 C 0.92974 -4.42404 -0.47446  0.00
65 Ge -1.16331 -0.86627 0.59288  -0.03
66 C -2.79300 -0.51492 -0.44025  -0.02
67 C -3.43389 0.72565 -0.41486  0.03
68 C -4.61338 0.93515 -1.12149  0.01
69 C -5.17333 -0.09938 -1.86236  0.00
70 C -4.54880 -1.34010 -1.89679  0.00
71 C -3.36717 -1.54297 -1.19220  0.01
72 C -1.78348 -1.75891 2.23529  0.02
73 C -0.88990 -2.14414 3.23817  0.01
74 C -1.33189 -2.79417 4.38520  0.00
75 C -2.68222 -3.07645 4.54848  0.00
76 C -3.58335 -2.71316 3.55720  0.00
77 C -3.13516 -2.06363 2.41207  0.00
78 H 1.76921 -4.98887 -2.36856  0.00
79 H 0.95821 -2.94329 -3.51808  0.00
80 H -0.30583 -1.24993 -2.26946  -0.02
81 H 0.00258 -3.63329 1.27949  0.00
82 H 1.26693 -5.32116 0.03179  0.00
83 H -3.00249 1.54388 0.15387  -0.02
84 H -5.09658 1.90519 -1.09330  0.00
85 H -6.09594 0.06135 -2.40706  0.00
86 H -4.98103 -2.15017 -2.47335  0.00
87 H -2.88303 -2.51394 -1.23283  0.00
88 H 0.16788 -1.93685 3.12913  -0.02
89 H -0.62011 -3.08102 5.15105  0.00
90 H -3.02960 -3.58041 5.44230  0.00
91 H -4.63773 -2.93547 3.67438  0.00
92 H -3.85274 -1.78672 1.64579  0.00